ORCA calculation (wB97M-V/def2-TZVPD) on a 2-piece molecular cluster, C8H12 overall at a distorted geometry.

Values from the calculation:
HOMO-LUMO gap   9.50 eV
LUMO energy   0.9 eV
SMILES string   CC1=CC1(C)C.C#C
Energy relative to the best compared isomer or geometry (same formula, charge and spin)   109.5 kcal/mol
Charge   0
Max |F|   4.92 eV/A

CARTESIAN COORDINATES (ANGSTROEM)
C: -2.04622 1.75484 0.50232
C: -0.85870 1.09218 0.16042
C: 0.41805 0.93578 -0.18585
C: -0.44444 -0.25114 -0.23227
C: -0.83974 -0.74673 -1.65156
C: -0.19759 -1.31240 0.83097
H: -2.74861 1.03831 0.00508
H: -2.35184 1.71701 1.50809
H: -1.99572 2.73898 0.16137
H: 1.36326 1.38986 -0.41569
H: -0.35405 -0.16926 -2.40080
H: -2.00635 -0.64692 -1.76872
H: -0.52868 -1.73131 -1.81635
H: 0.67542 -1.81672 0.64318
H: -1.06320 -1.93385 0.77988
H: -0.09409 -0.91313 1.82410
C: 3.78749 -0.36660 0.21994
C: 2.86597 -0.25112 0.95734
H: 4.45342 -0.21835 -0.62787
H: 1.96560 -0.30942 1.50642